The following is a DFT calculation (wB97M-V/def2-TZVPD) of a molecular structure, C27H45Al3F9N5O5PS2 at a distorted geometry.

XYZ file:
```
97
Properties=species:S:1:pos:R:3
C -0.5277 0.5678 2.9514
C 0.6107 0.0000 2.5262
C 1.9640 -0.7947 2.0915
C 2.1013 -0.5303 0.4730
C 1.5094 -1.7771 -0.3685
C 0.3518 -1.4013 -1.4347
C -0.1485 -2.8796 -1.9162
C -1.6594 -3.0648 -2.4753
C -2.6825 -1.8381 -2.1334
C -4.2224 -2.3380 -2.3985
S -5.4517 -1.3903 -1.3194
C -6.5909 -0.4982 -2.5205
S -7.1150 -1.3062 -3.9275
N -7.0335 0.8850 -2.1985
C -6.4257 1.8181 -1.2354
C -7.3769 3.0764 -1.3217
N -8.4529 2.8169 -2.3215
C -8.2341 1.4940 -2.8547
N 0.9154 -3.1504 -2.9440
C 1.5381 -1.8798 -3.3688
N 2.6211 -1.8262 -4.1421
C 3.3692 -3.0568 -4.6528
C 3.9798 -2.6800 -6.0956
C 4.3446 -2.6264 -7.3693
N 0.7177 -0.7938 -2.7570
C 1.4760 0.5051 -2.7236
C 0.6379 1.7666 -2.1668
C 1.4714 3.1327 -2.5840
C 3.0621 3.0433 -2.2577
C 3.6666 4.4218 -1.5867
O 3.5639 4.1918 -0.1381
C 2.2538 4.5977 0.3573
H -1.5628 1.0287 3.2092
H 1.9292 -1.9121 2.3575
H 2.8167 -0.2442 2.6626
H 3.2417 -0.4119 0.2836
H 1.5864 0.4780 0.2833
H 2.4030 -2.3567 -0.8003
H 1.0126 -2.4938 0.4079
H -0.4211 -0.8551 -0.7645
H 0.0432 -3.7003 -1.1102
H -2.0925 -4.0253 -1.9771
H -1.6415 -3.2718 -3.6342
H -2.5345 -1.5421 -1.0347
H -2.4185 -0.9485 -2.8473
H -4.2780 -3.4811 -2.1819
H -4.4729 -2.2104 -3.5302
H -5.5010 1.6013 -0.5878
H -7.2132 4.0222 -0.6748
H -8.9245 1.0107 -3.6546
H 0.4913 -3.6760 -3.7437
H 3.0151 -0.9182 -4.4412
H 2.7161 -3.9998 -4.6610
H 4.2904 -3.1554 -3.9431
H 4.7814 -2.7742 -8.4313
H 2.4777 0.3104 -2.1939
H 1.7436 0.7534 -3.8350
H 0.5300 1.8096 -1.0239
H -0.4365 1.8209 -2.6032
H 1.3579 3.2068 -3.7619
H 1.0556 4.0745 -2.0617
H 3.3513 2.2029 -1.5157
H 3.6610 2.8913 -3.2652
H 4.7924 4.4469 -1.8162
H 3.0809 5.3450 -1.9396
H 2.0508 5.6591 -0.0489
H 2.3034 4.6047 1.5217
H 1.3911 3.8830 0.0806
O 2.1777 -1.4396 7.6696
C 2.6478 -2.1488 6.6764
C 1.5702 -2.1357 5.4476
O 2.0341 -2.8593 4.4596
H 2.8582 -3.2126 6.8770
H 3.6047 -1.8174 6.2319
H 1.3751 -1.0689 5.2403
H 0.6116 -2.4500 5.8937
Al 2.7057 2.4729 -4.6728
C -1.6735 5.1507 1.8333
O -0.9072 4.3209 0.9699
H -1.2791 5.0646 2.8461
H -1.6013 6.1899 1.5039
H -2.7171 4.8273 1.8232
H -1.2776 4.4158 0.0813
F 0.0862 -3.8658 9.1470
P -0.9174 -2.7192 8.6978
F -1.3276 -2.2160 7.2397
F -2.3216 -2.1684 9.2001
F 0.3539 -1.9298 8.1476
F -0.6258 -2.0200 10.1052
F -1.6630 -4.0812 8.3527
F -6.1163 -0.7356 -6.2613
Al 0.0432 -0.4002 9.4930
F 6.1242 -0.9680 -8.0924
O 5.3014 -0.4948 7.8613
H 4.3556 -0.5296 8.0022
F -0.4836 2.6136 3.4757
Al -1.7980 -1.4524 -4.1601
```

Output
- Kohn-Sham gap: 1.08 eV
- Total charge: +3
- 2S+1: 1
- HOMO energy: -13.6803 eV
- LUMO: -12.5985 eV

Löwdin atomic charge list, values in e, 5 entries: 0.12, 0.01, -0.14, -0.19, -0.13